No. 1
{"formula": "C15H50BNO21", "method": "ωB97M-V/def2-TZVPD", "charge": 0, "gap_ev": 8.81, "total_energy_ev": -61525.155, "species": ["C", "C", "C", "C", "N", "C", "C", "C", "C", "C", "C", "C", "H", "H", "H", "H", "H", "H", "H", "H", "H", "H", "H", "H", "H", "H", "H", "H", "H", "H", "H", "H", "H", "H", "H", "H", "O", "C", "O", "B", "O", "C", "O", "O", "C", "O", "C", "O", "O", "O", "H", "H", "O", "H", "H", "O", "H", "H", "O", "H", "H", "O", "H", "H", "O", "H", "H", "O", "H", "H", "O", "H", "H", "O", "H", "H", "O", "H", "H", "O", "H", "H", "O", "H", "H", "O", "H", "H"], "xyz": [[0.375, 1.495, -3.820], [-0.801, 1.856, -2.948], [-1.470, 3.296, -3.117], [-2.661, 3.329, -2.138], [-3.363, 4.634, -2.221], [-3.884, 4.899, -3.651], [-3.034, 5.974, -4.243], [-2.609, 6.840, -3.089], [-2.573, 5.867, -1.832], [-4.639, 4.459, -1.376], [-4.317, 4.216, 0.149], [-5.624, 3.790, 0.853], [1.092, 1.546, -3.028], [0.433, 2.106, -4.681], [0.213, 0.284, -4.006], [-0.450, 1.597, -1.802], [-1.647, 1.126, -3.178], [-1.521, 3.542, -4.163], [-0.606, 4.088, -2.728], [-2.295, 3.235, -1.081], [-3.385, 2.456, -2.326], [-4.970, 5.179, -3.791], [-3.663, 4.061, -4.402], [-3.551, 6.368, -5.106], [-2.111, 5.558, -4.803], [-3.640, 7.475, -3.014], [-1.986, 7.788, -3.148], [-3.064, 6.422, -1.033], [-1.506, 5.837, -1.454], [-5.206, 3.603, -1.799], [-5.156, 5.394, -1.315], [-3.916, 4.978, 0.556], [-3.609, 3.377, 0.388], [-5.343, 3.935, 1.819], [-6.075, 2.785, 0.543], [-6.463, 4.642, 0.649], [1.570, -3.447, 4.498], [1.639, -3.318, 3.282], [1.244, -2.409, 2.584], [1.937, -2.457, 1.352], [2.735, -3.750, 1.434], [2.462, -4.289, 2.521], [3.108, -5.099, 3.030], [2.822, -1.319, 0.974], [2.313, -0.885, -0.046], [2.559, 0.241, -0.400], [1.224, -1.595, -0.612], [1.035, -2.575, 0.144], [0.799, -1.501, -1.750], [4.700, 0.108, 2.449], [4.291, -0.751, 1.930], [5.551, -0.061, 2.688], [6.004, -4.759, 1.504], [5.976, -5.234, 0.718], [5.210, -4.321, 1.632], [-0.168, -4.458, -2.667], [-0.646, -3.810, -2.374], [0.296, -4.853, -1.905], [5.367, -4.444, 4.824], [4.892, -5.053, 4.278], [4.861, -4.234, 5.719], [3.243, -7.865, 1.488], [2.308, -7.535, 1.938], [3.871, -7.070, 1.831], [1.771, 2.993, 0.383], [2.308, 3.171, 1.186], [1.923, 2.148, -0.186], [-1.454, -1.518, 1.737], [-0.621, -1.770, 1.911], [-1.894, -1.353, 2.516], [-0.420, -4.973, 1.926], [-1.128, -4.738, 1.474], [-0.880, -5.170, 2.693], [-1.541, -1.917, -2.692], [-2.082, -1.361, -2.053], [-0.649, -1.746, -2.523], [1.481, -5.900, -0.692], [1.408, -6.786, -0.548], [1.451, -5.454, 0.007], [1.860, -6.127, 6.469], [2.193, -5.920, 7.295], [2.159, -5.437, 5.899], [5.358, 0.938, -0.442], [5.478, 1.806, -0.061], [4.506, 0.595, -0.606], [0.209, -0.697, 4.865], [0.045, -0.418, 5.758], [0.341, -1.678, 4.981]]}


No. 2
{"formula": "C15H50O15", "method": "ωB97M-V/def2-TZVPD", "charge": 0, "gap_ev": 9.72, "total_energy_ev": -47072.384, "species": ["O", "C", "C", "O", "H", "H", "H", "H", "H", "H", "O", "C", "C", "O", "H", "H", "H", "H", "H", "H", "O", "C", "C", "O", "H", "H", "H", "H", "H", "H", "O", "C", "C", "O", "H", "H", "H", "H", "H", "H", "O", "C", "C", "O", "H", "H", "H", "H", "H", "H", "C", "O", "H", "H", "H", "H", "C", "O", "H", "H", "H", "H", "C", "O", "H", "H", "H", "H", "C", "O", "H", "H", "H", "H", "C", "O", "H", "H", "H", "H"], "xyz": [[-0.750, -6.207, 1.363], [0.249, -5.705, 0.463], [0.144, -4.199, 0.298], [0.721, -3.451, 1.346], [-0.398, -7.047, 1.675], [1.250, -6.042, 0.731], [0.004, -6.066, -0.542], [-0.885, -3.857, 0.148], [0.667, -3.993, -0.652], [0.272, -2.594, 1.377], [-3.081, -0.017, 3.351], [-1.643, -0.068, 3.419], [-1.070, 0.337, 4.789], [-1.951, -0.062, 5.812], [-3.458, -0.884, 3.505], [-1.470, -1.145, 3.279], [-1.280, 0.335, 2.474], [-0.854, 1.404, 4.909], [-0.056, -0.061, 4.853], [-2.833, 0.186, 5.509], [3.531, 3.311, 2.717], [2.162, 3.669, 2.878], [1.434, 2.578, 3.653], [1.146, 1.558, 2.690], [3.882, 3.857, 2.007], [2.112, 4.643, 3.388], [1.673, 3.791, 1.907], [0.538, 2.991, 4.116], [1.958, 2.116, 4.494], [1.914, 1.001, 2.556], [-3.556, 2.374, 1.922], [-3.308, 2.092, 0.554], [-4.072, 0.871, 0.030], [-3.292, -0.310, 0.237], [-3.383, 1.577, 2.451], [-3.502, 2.983, -0.042], [-2.238, 1.860, 0.473], [-4.260, 1.102, -1.019], [-5.014, 0.829, 0.578], [-3.448, -0.497, 1.169], [2.091, 0.817, -1.546], [0.996, -0.062, -1.843], [-0.011, -0.058, -0.698], [0.352, -0.865, 0.430], [2.618, 0.382, -0.871], [0.434, 0.359, -2.676], [1.384, -1.078, -1.952], [-0.960, -0.475, -1.060], [-0.249, 0.962, -0.380], [1.331, -0.897, 0.451], [-2.623, -1.778, -2.539], [-2.600, -2.565, -3.735], [-3.039, -2.348, -1.703], [-1.558, -1.684, -2.269], [-3.024, -0.771, -2.547], [-2.002, -3.295, -3.583], [0.932, -2.592, -4.729], [-0.081, -3.311, -5.374], [1.352, -1.733, -5.270], [0.628, -2.170, -3.764], [1.740, -3.306, -4.571], [-0.892, -2.810, -5.493], [4.372, -1.451, 0.232], [3.201, -1.082, 0.968], [4.022, -1.834, -0.725], [5.158, -0.698, 0.278], [4.793, -2.355, 0.700], [3.428, -0.913, 1.887], [2.044, 3.338, -3.752], [2.335, 4.689, -3.421], [2.471, 3.115, -4.736], [2.347, 2.619, -2.988], [0.966, 3.181, -3.811], [3.247, 4.716, -3.121], [-0.345, 3.752, -1.454], [-1.192, 3.287, -2.517], [0.202, 4.651, -1.747], [-1.012, 4.100, -0.654], [0.328, 3.003, -1.041], [-1.037, 3.900, -3.240]]}


No. 3
{"formula": "C15H52N12O11", "method": "ωB97M-V/def2-TZVPD", "charge": 0, "gap_ev": 7.94, "total_energy_ev": -56799.246, "species": ["N", "C", "N", "O", "H", "H", "H", "H", "N", "C", "N", "O", "H", "H", "H", "H", "N", "C", "N", "O", "H", "H", "H", "H", "N", "C", "N", "O", "H", "H", "H", "H", "N", "C", "N", "O", "H", "H", "H", "H", "N", "C", "N", "O", "H", "H", "H", "H", "C", "C", "O", "H", "H", "H", "H", "H", "H", "C", "C", "O", "H", "H", "H", "H", "H", "H", "C", "C", "O", "H", "H", "H", "H", "H", "H", "C", "C", "O", "H", "H", "H", "H", "H", "H", "C", "O", "H", "H", "H", "H"], "xyz": [[0.667, 3.067, 4.796], [0.863, 2.612, 3.626], [2.091, 2.134, 3.333], [-0.109, 2.446, 2.654], [-0.340, 3.128, 5.179], [1.384, 3.283, 5.424], [2.272, 1.865, 2.325], [2.897, 2.035, 4.045], [-3.058, 1.148, -3.777], [-1.953, 0.551, -3.570], [-1.840, 0.019, -2.354], [-0.970, 0.372, -4.456], [-3.297, 1.345, -4.786], [-3.771, 1.190, -3.023], [-1.020, -0.411, -1.978], [-2.628, 0.046, -1.652], [0.123, -1.164, 1.360], [0.074, -0.493, 0.222], [-0.185, 0.781, 0.422], [0.072, -1.052, -0.998], [0.488, -2.156, 1.254], [0.174, -0.741, 2.353], [-0.288, 1.302, -0.424], [-0.385, 1.130, 1.416], [-3.124, 1.271, 1.298], [-3.186, 0.514, 2.358], [-2.151, -0.300, 2.578], [-4.313, 0.572, 3.251], [-3.889, 1.928, 1.195], [-2.316, 1.458, 0.820], [-2.147, -0.967, 3.399], [-1.466, -0.513, 1.798], [2.701, -0.909, -4.188], [1.517, -1.395, -4.590], [0.924, -1.996, -3.596], [1.179, -1.507, -5.944], [3.273, -0.502, -5.005], [2.945, -0.935, -3.195], [-0.078, -2.072, -3.776], [1.213, -1.913, -2.614], [3.009, -0.626, 1.652], [3.525, 0.498, 1.365], [2.660, 1.404, 0.948], [4.807, 0.806, 1.456], [3.676, -1.227, 2.175], [2.018, -0.822, 1.671], [3.074, 2.274, 0.602], [1.693, 1.164, 0.731], [2.803, 1.994, -2.826], [1.322, 1.749, -2.677], [0.870, 2.397, -1.530], [2.911, 3.073, -2.828], [3.205, 1.667, -3.677], [3.360, 1.716, -1.959], [1.268, 0.691, -2.453], [0.763, 1.849, -3.588], [0.906, 3.362, -1.517], [-1.349, -4.042, -1.978], [-2.508, -3.656, -2.879], [-2.137, -2.531, -3.695], [-1.047, -3.079, -1.634], [-0.603, -4.531, -2.484], [-1.546, -4.698, -1.146], [-3.368, -3.254, -2.355], [-2.780, -4.422, -3.595], [-2.200, -1.700, -3.186], [-0.148, -3.895, 2.846], [0.464, -4.270, 1.487], [1.499, -3.421, 1.145], [0.548, -4.194, 3.616], [-1.106, -4.480, 3.025], [-0.357, -2.840, 3.107], [-0.331, -4.277, 0.645], [1.084, -5.230, 1.572], [1.617, -3.558, 0.197], [-1.847, 4.108, 0.338], [-2.440, 4.226, -1.050], [-2.769, 2.920, -1.426], [-2.455, 3.777, 1.107], [-1.281, 5.070, 0.522], [-1.043, 3.380, 0.214], [-1.717, 4.594, -1.731], [-3.335, 4.917, -1.046], [-2.125, 2.620, -2.041], [1.502, -1.070, 4.843], [0.920, -0.165, 3.874], [2.521, -1.249, 4.685], [1.124, -2.006, 4.687], [1.409, -0.718, 5.831], [1.578, 0.519, 3.792]]}


No. 4
{"formula": "C15H56N10O13", "method": "ωB97M-V/def2-TZVPD", "charge": 0, "gap_ev": 8.69, "total_energy_ev": -57976.484, "species": ["C", "C", "O", "H", "H", "H", "H", "H", "H", "C", "C", "O", "H", "H", "H", "H", "H", "H", "C", "O", "N", "N", "H", "H", "H", "H", "C", "O", "N", "N", "H", "H", "H", "H", "C", "O", "N", "N", "H", "H", "H", "H", "C", "O", "N", "N", "H", "H", "H", "H", "C", "O", "N", "N", "H", "H", "H", "H", "C", "O", "H", "H", "H", "H", "C", "O", "H", "H", "H", "H", "C", "O", "H", "H", "H", "H", "C", "O", "H", "H", "H", "H", "C", "O", "H", "H", "H", "H", "C", "O", "H", "H", "H", "H"], "xyz": [[-4.341, -1.277, -0.043], [-4.051, 0.018, -0.751], [-5.080, 0.940, -0.579], [-4.394, -1.121, 1.005], [-3.543, -1.951, -0.352], [-5.226, -1.787, -0.395], [-3.948, -0.100, -1.833], [-3.095, 0.463, -0.496], [-4.643, 1.793, -0.372], [-2.497, -2.948, 2.609], [-1.016, -3.209, 2.916], [-0.706, -4.159, 3.892], [-2.945, -3.840, 2.166], [-2.595, -2.056, 1.942], [-3.034, -2.819, 3.535], [-0.496, -2.352, 3.440], [-0.411, -3.394, 2.004], [0.154, -4.519, 3.762], [-0.554, 0.190, -4.058], [-0.219, -0.864, -4.814], [-0.477, 1.387, -4.443], [-0.957, 0.021, -2.830], [-0.394, 1.640, -5.459], [-0.773, 2.134, -3.725], [-0.932, -0.936, -2.506], [-1.223, 0.789, -2.171], [-1.887, 3.051, -2.090], [-3.183, 3.339, -1.755], [-1.149, 2.247, -1.360], [-1.181, 3.603, -3.055], [-1.573, 1.969, -0.443], [-0.099, 2.257, -1.447], [-1.599, 4.203, -3.738], [-0.154, 3.671, -2.960], [1.820, 3.189, -2.307], [1.506, 4.342, -2.989], [1.635, 1.909, -2.657], [2.241, 3.216, -1.053], [1.103, 1.798, -3.520], [1.882, 0.969, -2.327], [2.533, 4.082, -0.591], [2.847, 2.503, -0.645], [2.188, -3.956, 2.970], [2.147, -2.690, 3.564], [1.912, -5.021, 3.620], [2.392, -4.077, 1.667], [1.830, -4.871, 4.614], [1.938, -5.890, 3.091], [2.412, -3.234, 1.119], [2.450, -4.893, 1.094], [2.942, -1.550, -1.875], [2.693, -2.227, -0.672], [4.058, -1.242, -2.294], [1.963, -1.173, -2.677], [4.799, -1.685, -1.873], [4.332, -0.828, -3.261], [0.927, -1.366, -2.522], [2.152, -0.997, -3.700], [0.422, -0.364, 0.635], [-0.898, -0.974, 0.594], [0.867, -0.010, -0.308], [1.078, -1.106, 1.153], [0.470, 0.552, 1.269], [-1.038, -1.626, -0.064], [-3.021, 3.435, 1.236], [-2.293, 2.288, 1.113], [-2.497, 4.336, 0.789], [-3.128, 3.587, 2.319], [-3.910, 3.236, 0.734], [-1.430, 2.389, 1.548], [3.435, 0.810, 0.703], [3.871, 1.121, -0.640], [3.309, -0.314, 0.920], [2.585, 1.439, 1.065], [4.237, 1.096, 1.414], [4.502, 0.486, -0.815], [0.910, 0.699, 4.016], [2.211, 0.779, 3.661], [0.515, -0.357, 4.094], [0.170, 1.054, 3.321], [0.771, 1.147, 5.038], [2.497, 1.672, 3.827], [-0.394, -3.367, -2.068], [-1.600, -2.692, -1.950], [-0.499, -4.417, -2.133], [0.208, -3.139, -1.208], [0.225, -2.920, -2.861], [-2.346, -3.231, -1.720], [0.264, 3.786, 2.294], [0.286, 2.857, 1.264], [1.121, 4.316, 2.224], [0.208, 3.209, 3.256], [-0.606, 4.470, 2.230], [1.008, 3.063, 0.651]]}